No. 1
24
Properties=species:S:1:pos:R:3:lowdin_charge:R:1 method="wB97M-V/def2-TZVPD" e_tot_ev=-41296.418 total_charge=+1 gap_ev="7.4404 / 8.8466" spin_multiplicity=4 s_squared=3.75
V 18.3640 -17.5316 -8.7448 0.8677
O 16.9968 -17.9806 -7.2440 -0.3866
H 16.8763 -18.1774 -6.3195 -0.0124
O 17.0622 -16.1916 -10.0481 -0.0732
H 17.1119 -15.8547 -10.9484 0.0846
H 16.1126 -16.1932 -9.7784 0.0595
O 17.4687 -19.0768 -9.9696 -0.0543
H 17.3717 -20.0355 -9.9821 0.1024
H 17.0622 -18.7571 -10.7845 0.0865
O 20.0447 -17.5393 -10.2346 -0.0504
H 20.7413 -16.8900 -10.3809 0.0895
H 20.3264 -18.3271 -10.7146 0.0945
O 19.8484 -18.7086 -7.6159 -0.0541
H 19.8413 -19.6429 -7.3801 0.0968
H 20.6068 -18.3291 -7.1591 0.0890
O 19.3451 -15.7558 -8.0200 -0.0446
H 20.1603 -15.4090 -8.3967 0.0872
H 19.1352 -15.1785 -7.2747 0.1108
C 14.0077 -17.7121 -8.7690 -0.1492
O 15.0256 -16.7783 -8.4469 -0.1862
H 14.3167 -18.4677 -9.4989 0.0705
H 13.6127 -18.1916 -7.8689 0.0860
H 13.1492 -17.1852 -9.1950 0.0805
H 15.6843 -17.3028 -7.9030 0.0056


No. 2
29
Properties=species:S:1:pos:R:3:lowdin_charge:R:1 method="wB97M-V/def2-TZVPD" e_tot_ev=-27819.805 total_charge=-1 gap_ev=5.6689
Ag -10.6183 17.2192 4.2786 0.7771
C -13.3318 16.5728 3.6781 -0.8257
O -13.5048 16.4454 2.3337 -0.2013
O -13.8320 17.6053 4.1928 -0.1040
O -12.5659 15.6881 4.3318 -0.1981
O -11.8723 19.0755 4.8607 -0.0985
H -12.6199 18.5400 4.6047 -0.0574
H -11.8342 19.7505 4.1929 0.0281
O -10.7150 13.9009 4.3804 -0.0499
H -11.4028 14.5408 4.1875 -0.0304
H -10.6880 13.8276 5.3004 0.0087
O -7.5799 16.0985 6.4172 -0.0400
H -7.2955 15.2785 6.0276 0.0210
H -8.4121 16.2516 6.0434 -0.0621
O -9.8292 19.0663 2.7135 -0.0720
H -10.4874 18.8148 2.0694 0.0192
H -9.0770 18.5400 2.4570 0.0325
O -9.1332 18.5297 5.8085 -0.0762
H -8.2359 18.7201 5.4639 0.0850
H -9.1947 19.1735 6.4989 0.0532
O -10.5802 16.3508 6.5482 -0.0942
H -10.2478 17.2474 6.7056 0.0038
H -11.4356 16.3230 7.0275 0.0820
O -8.7654 15.6118 3.7586 -0.0883
H -9.4301 14.9209 3.7959 -0.0174
H -8.0418 15.0503 3.9766 0.0177
O -10.9708 16.4736 1.8549 -0.1201
H -11.8843 16.3091 2.0913 -0.0572
H -10.9771 17.1207 1.0866 0.0645


No. 3
30
Properties=species:S:1:pos:R:3:lowdin_charge:R:1 method="wB97M-V/def2-TZVPD" e_tot_ev=-25196.263 total_charge=+2 gap_ev=8.3369
Ba 0.7446 -0.3532 3.8986 2.0542
Ba -3.0328 -2.4050 0.5121 2.0190
C -0.4179 -0.5172 0.9568 -1.1920
O -1.0605 -0.9229 1.9085 -0.3256
O 0.4397 0.3424 1.1724 -0.1661
O -0.5922 -1.0111 -0.1457 -0.1471
O -3.3664 -0.4186 -1.4906 -0.1681
H -2.6727 0.2314 -1.3786 -0.0044
H -3.2537 -0.7379 -2.3859 0.0493
O -1.1994 1.8655 -1.2011 -0.0018
H -1.9620 2.0455 -0.6512 0.0488
H -0.6885 1.2284 -0.7018 -0.0038
O 1.5951 3.0236 1.0498 -0.0216
H 0.8547 3.5419 0.7346 0.0449
H 1.3125 2.1148 0.9481 -0.0307
O -0.4929 2.0215 3.4081 -0.1704
H -0.2685 2.0992 2.4809 0.0075
H -1.4366 1.8614 3.4141 0.0591
O 1.4995 -3.3457 0.3268 -0.0390
H 0.9020 -2.7145 -0.0743 -0.0152
H 2.0272 -3.6730 -0.4016 0.0568
O -1.1002 -0.9938 -3.1352 -0.0376
H -0.4669 -0.4815 -3.6378 0.0569
H -0.8758 -0.8223 -2.2206 -0.0311
O 3.3734 -0.0458 0.7707 -0.0344
H 2.4873 0.2684 0.9508 -0.0389
H 3.2474 -0.8084 0.2061 0.0229
O 1.6647 -0.7934 -1.8455 -0.0250
H 1.6507 0.0105 -2.3649 0.0577
H 1.0885 -0.6099 -1.1036 -0.0244


No. 4
24
Properties=species:S:1:pos:R:3:lowdin_charge:R:1 method="wB97M-V/def2-TZVPD" e_tot_ev=-14513.967 smiles=NCN.O.O.O.O.O gap_ev=9.4046
N 1.7615 -0.3579 0.1878 0.0155
C 1.5038 -1.6218 -0.4381 -0.3417
N 0.1897 -1.5965 -1.1667 -0.0042
H 1.8551 0.3934 -0.4736 0.0524
H 1.1533 -0.0880 0.9400 0.0493
H 2.2546 -1.9308 -1.1622 0.1023
H 1.3664 -2.3930 0.3161 0.0864
H -0.1933 -0.6785 -1.3461 0.0043
H 0.2924 -2.1456 -2.0113 0.0516
O -0.3745 -1.8148 2.5964 -0.0424
H -1.1887 -2.2385 2.2828 0.0685
H 0.0315 -1.6171 1.7411 0.0086
O 0.8210 3.0326 -1.2451 -0.0702
H 0.1984 2.3875 -0.8712 0.0041
H 1.4884 3.0544 -0.5470 0.0412
O -0.3763 1.1338 -2.7697 -0.0738
H 0.4786 0.8957 -3.1394 0.0423
H -0.4812 2.0747 -2.9680 0.0428
O -1.5590 0.8523 -0.1017 -0.0591
H -1.8363 1.6291 0.3911 0.0433
H -1.9692 0.0862 0.3061 0.0303
O -2.1537 0.3733 3.0390 -0.0653
H -1.6530 0.9708 3.5960 0.0368
H -1.6097 -0.4012 2.8435 -0.0231


No. 5
24
Properties=species:S:1:pos:R:3:lowdin_charge:R:1 method="wB97M-V/def2-TZVPD" e_tot_ev=-24415.648 smiles=CS.O.O.O.O.O.O gap_ev=9.6270
C 1.2335 -0.1202 0.8270 -0.4543
S -0.1893 -0.7019 -0.1134 0.6957
H 0.9588 0.0123 1.8649 0.0342
H 1.5076 0.8201 0.3379 0.0341
H 1.9767 -0.7797 0.8869 -0.0532
H 0.0507 -1.9873 0.0922 -0.1856
O -1.6105 -2.8435 -3.6708 -0.0886
H -1.0285 -2.1574 -4.0406 0.0362
H -2.4020 -2.3221 -3.3871 0.0507
O -1.5287 2.6743 -0.3180 -0.0854
H -2.2117 2.0208 -0.0583 0.0618
H -0.6697 2.3138 0.0176 0.0369
O 0.7651 -3.5648 2.1226 -0.0644
H 0.2105 -2.7921 2.0994 -0.0050
H 1.1394 -3.4994 1.2144 0.0331
O -0.5603 1.5591 -2.7855 -0.1119
H -1.3532 2.0888 -2.8643 0.0160
H -0.2812 1.8701 -1.8645 0.0190
O 3.5245 -2.5041 -0.2054 -0.1202
H 3.9926 -2.1316 0.6179 0.0761
H 4.1628 -2.2534 -0.9494 0.0748
O -2.3125 4.4956 3.1862 -0.0431
H -3.2033 4.7951 3.0218 0.0267
H -2.1713 5.0075 3.9685 0.0163


No. 6
24
Properties=species:S:1:pos:R:3:lowdin_charge:R:1 method="wB97M-V/def2-TZVPD" e_tot_ev=-15628.826 smiles=CO.O.O.O.O.O.O gap_ev=11.0213
C -0.2311 2.4908 -0.7716 -0.1043
O 1.1556 2.1377 -0.5035 -0.1456
H -0.2192 3.3699 -1.4249 0.0817
H -0.6411 1.5897 -1.2121 0.0689
H -0.8191 2.7166 0.1081 0.0759
H 1.3780 2.3243 0.4111 0.0687
O 1.9860 -0.2215 1.3988 -0.0567
H 1.5049 0.3502 0.7800 0.0218
H 2.6426 -0.5561 0.7722 0.0444
O 0.1815 -1.7349 2.4765 -0.0883
H 0.4700 -1.4870 3.3568 0.0483
H 0.9070 -1.5309 1.8428 0.0125
O 2.4776 -0.5181 -1.4871 -0.0476
H 2.2545 0.3216 -1.8997 0.0346
H 2.8005 -1.0806 -2.2051 0.0499
O -1.1495 -0.8250 0.2901 -0.0738
H -0.9847 -1.0899 1.2098 0.0085
H -1.5515 -1.4021 -0.3641 0.0106
O -3.5592 1.4712 0.6156 -0.0573
H -4.3110 0.8986 0.7385 0.0272
H -2.7402 1.0226 0.4272 -0.0171
O -0.8932 -2.7809 -1.6550 -0.0496
H -0.1370 -2.3793 -2.0870 0.0379
H -0.5213 -3.0869 -0.8175 0.0493


No. 7
24
Properties=species:S:1:pos:R:3:lowdin_charge:R:1 method="wB97M-V/def2-TZVPD" e_tot_ev=-15628.003 smiles=CO.O.O.O.O.O.O gap_ev=10.9277
C -0.2043 2.5218 -0.7378 -0.1001
O 1.1622 2.1858 -0.4400 -0.1259
H -0.0619 3.3472 -1.4680 0.0971
H -0.5850 1.7785 -1.3346 0.0454
H -0.7889 2.6785 0.1290 0.0775
H 1.2788 2.4734 0.4452 0.0584
O 1.9327 -0.2867 1.3186 -0.0437
H 1.2939 0.1955 0.8608 -0.0119
H 2.6885 -0.4930 0.6839 0.0936
O 0.1802 -1.7028 2.4362 -0.1052
H 0.5886 -1.6741 3.3056 0.0374
H 0.9748 -1.3865 1.9134 -0.0076
O 2.4389 -0.4292 -1.4196 -0.1062
H 2.1707 0.5256 -1.6573 0.0745
H 2.7888 -0.9051 -2.2181 0.0655
O -1.2316 -0.8333 0.2471 -0.0424
H -1.1439 -1.1092 1.0891 -0.0699
H -1.4867 -1.6480 -0.3049 0.0560
O -3.6349 1.4751 0.5943 -0.1102
H -4.2082 0.7405 0.7539 0.0011
H -2.7566 0.9541 0.3490 0.0620
O -0.8520 -2.7927 -1.6157 -0.0500
H -0.0050 -2.5133 -2.1184 0.1095
H -0.5390 -3.1020 -0.8120 -0.0048


No. 8
27
Properties=species:S:1:pos:R:3:lowdin_charge:R:1 method="wB97M-V/def2-TZVPD" e_tot_ev=-49002.607 total_charge=+1 gap_ev="5.6647 / 5.7723" spin_multiplicity=6 s_squared=8.76
Mn 1.1260 1.5600 -3.6754 1.4615
C 0.0016 0.2914 -0.6693 -0.2209
O 0.2457 0.6187 -1.9903 -0.3983
H -0.8948 -0.3287 -0.6595 0.0927
H 0.8511 -0.1942 -0.1892 0.0603
H -0.0598 1.1251 0.0301 0.0609
O 0.8001 3.2895 2.3556 -0.0508
H 1.5387 3.5693 2.8963 0.0587
H 0.8747 2.3357 2.3225 -0.0180
O 1.2580 0.6202 2.5443 -0.0158
H 1.3341 0.0188 1.8035 0.0205
H 1.1253 0.0513 3.3026 0.0686
O -4.0139 -0.3167 -0.8277 -0.0497
H -4.1274 -0.9388 -0.1091 0.0327
H -3.7430 0.4961 -0.4009 0.0261
O 1.6612 -2.1542 -2.0749 -0.0479
H 0.8426 -2.6043 -2.2836 0.0075
H 1.4533 -1.2241 -2.1648 -0.0341
O -1.3702 -2.8356 -2.0307 -0.0412
H -1.3979 -2.7891 -1.0751 0.0352
H -1.2227 -3.7619 -2.2218 0.0499
O 0.6406 -2.8754 1.5908 -0.0338
H 0.8075 -2.4385 2.4260 0.0241
H 1.1327 -2.3631 0.9493 0.0087
O 0.5076 3.8099 -0.2634 -0.0743
H 0.5356 4.0915 0.6510 0.0002
H 0.0937 2.9472 -0.2363 -0.0229